The following is a DFT calculation (the ωB97M-V functional and the def2-TZVPD basis) of a cluster of 2 separate species, C60H80N3O2 in total in a non-equilibrium geometry.

Summary:
- Frontier orbital gap: 0.1587 Ha
- Total charge: +1

Last column: Löwdin charge in e.
Atoms and positions in Å:
C1 3.06 -9.16 -2.06  -0.05
C2 2.29 -7.89 -1.84  -0.26
C3 2.91 -6.79 -1.26  0.00
C4 2.26 -5.56 -1.14  -0.20
C5 3.03 -4.43 -0.53  -0.03
C6 0.92 -5.42 -1.57  -0.14
C7 0.17 -4.09 -1.72  -0.25
C8 0.19 -3.75 -3.23  -0.04
C9 0.50 -2.77 -0.92  -0.10
C10 0.18 -2.44 0.47  0.18
C11 0.53 -3.22 1.63  -0.10
C12 -0.04 -4.52 1.93  -0.16
C13 -0.97 -5.26 1.03  -0.02
C14 0.26 -5.15 3.13  0.01
C15 1.11 -4.58 4.08  -0.23
C16 1.41 -5.33 5.34  -0.03
C17 1.68 -3.33 3.81  0.01
C18 1.47 -2.69 2.59  -0.19
C19 2.30 -1.48 2.32  -0.02
C20 0.27 -6.57 -2.09  -0.22
C21 -1.17 -6.58 -2.55  -0.04
C22 0.95 -7.78 -2.21  0.00
H1 2.39 -10.00 -2.25  0.08
H2 3.73 -9.06 -2.93  0.09
H3 3.69 -9.39 -1.19  0.08
H4 3.94 -6.88 -0.92  0.12
H5 3.09 -3.56 -1.18  0.08
H6 2.61 -4.12 0.44  0.07
H7 4.06 -4.75 -0.34  0.09
H8 -0.88 -4.30 -1.47  0.11
H9 -0.08 -4.62 -3.84  0.08
H10 -0.52 -2.96 -3.49  0.08
H11 1.21 -3.45 -3.55  0.10
H12 1.53 -2.43 -1.16  0.14
H13 -0.17 -2.05 -1.42  0.09
H14 -0.45 -1.55 0.64  0.10
H15 -1.64 -5.93 1.60  0.10
H16 -1.59 -4.58 0.43  0.09
H17 -0.42 -5.92 0.34  0.09
H18 -0.19 -6.13 3.34  0.14
H19 1.77 -4.67 6.13  0.09
H20 0.51 -5.84 5.69  0.09
H21 2.18 -6.10 5.18  0.10
H22 2.32 -2.86 4.55  0.14
H23 2.32 -0.84 3.21  0.09
H24 3.35 -1.76 2.11  0.11
H25 1.91 -0.88 1.48  0.07
H26 -1.42 -7.60 -2.86  0.08
H27 -1.88 -6.30 -1.75  0.09
H28 -1.37 -5.93 -3.41  0.08
H29 0.42 -8.64 -2.62  0.12
C23 -0.31 -0.21 -3.08  -0.05
C24 0.80 0.68 -3.62  -0.52
C25 1.69 -0.12 -4.59  -0.04
C26 0.15 1.80 -4.41  -0.04
C27 1.67 1.15 -2.43  -0.11
C28 2.70 0.35 -1.93  -0.06
C29 3.68 0.93 -1.11  -0.07
C30 3.70 2.32 -0.91  -0.04
C31 2.69 3.14 -1.41  -0.05
C32 2.98 4.67 -1.62  -0.53
C33 2.35 5.56 -0.56  -0.05
C34 2.54 5.08 -3.03  -0.04
C35 4.49 4.95 -1.57  -0.07
C36 1.50 2.42 -1.79  -0.09
N1 0.19 2.76 -1.35  0.05
C37 -0.51 3.94 -1.84  -0.11
C38 -1.70 4.05 -0.96  -0.10
N2 -1.52 3.02 0.06  0.00
C39 -2.47 3.06 1.13  -0.08
C40 -3.75 2.50 0.93  -0.08
C41 -4.31 1.73 -0.30  -0.52
C42 -5.10 0.50 0.18  -0.05
C43 -3.27 1.22 -1.29  -0.06
C44 -5.30 2.64 -1.03  -0.04
C45 -4.70 2.68 1.94  -0.04
C46 -4.38 3.25 3.15  -0.05
C47 -3.15 3.89 3.29  -0.05
C48 -2.21 3.90 2.27  -0.05
C49 -1.03 4.94 2.46  -0.49
C50 -0.86 5.31 3.95  -0.06
C51 -1.35 6.27 1.76  -0.03
C52 0.32 4.42 2.02  -0.05
C53 -0.51 2.13 -0.31  -0.19
C54 -0.28 0.84 0.24  -0.04
C55 -0.60 0.62 1.65  -0.23
C56 -1.74 -0.10 2.12  -0.03
C57 -2.24 0.12 3.39  0.02
C58 -1.58 1.02 4.26  -0.16
N3 -2.32 1.63 5.31  -0.31
O1 -1.77 2.55 5.98  0.05
O2 -3.50 1.27 5.50  0.06
C59 -0.30 1.53 3.92  0.01
C60 0.19 1.27 2.66  -0.04
H30 -0.77 0.25 -2.19  0.06
H31 -1.08 -0.40 -3.83  0.11
H32 0.12 -1.17 -2.79  0.03
H33 2.57 0.49 -4.85  0.10
H34 2.03 -1.07 -4.16  0.07
H35 1.14 -0.34 -5.51  0.09
H36 0.90 2.53 -4.73  0.10
H37 -0.32 1.37 -5.31  0.10
H38 -0.64 2.29 -3.84  0.06
H39 2.75 -0.70 -2.21  0.10
H40 4.47 0.30 -0.69  0.10
H41 4.56 2.76 -0.41  0.11
H42 2.71 5.27 0.44  0.09
H43 2.67 6.61 -0.72  0.10
H44 1.25 5.55 -0.56  0.06
H45 3.07 4.46 -3.77  0.10
H46 1.46 4.97 -3.20  0.06
H47 2.81 6.13 -3.20  0.10
H48 5.03 4.37 -2.33  0.10
H49 4.66 6.02 -1.79  0.09
H50 4.92 4.75 -0.59  0.08
H51 0.15 4.81 -1.79  0.09
H52 -0.80 3.86 -2.90  0.11
H53 -1.77 5.03 -0.49  0.10
H54 -2.63 3.90 -1.53  0.11
H55 -6.02 0.78 0.70  0.08
H56 -5.39 -0.11 -0.69  0.09
H57 -4.49 -0.13 0.85  0.08
H58 -2.86 2.00 -1.92  0.08
H59 -2.46 0.71 -0.77  0.06
H60 -3.73 0.47 -1.95  0.09
H61 -4.82 3.55 -1.41  0.08
H62 -5.75 2.11 -1.88  0.10
H63 -6.11 2.95 -0.35  0.09
H64 -5.73 2.32 1.79  0.11
H65 -5.07 3.23 3.99  0.12
H66 -2.99 4.43 4.22  0.10
H67 -0.77 4.40 4.57  0.07
H68 0.06 5.90 4.08  0.10
H69 -1.69 5.93 4.31  0.09
H70 -1.40 6.16 0.67  0.05
H71 -2.32 6.66 2.12  0.10
H72 -0.57 7.00 1.99  0.10
H73 0.29 3.92 1.05  0.07
H74 1.02 5.27 1.93  0.08
H75 0.74 3.72 2.75  0.07
H76 0.33 0.16 -0.34  0.07
H77 -2.31 -0.76 1.45  0.11
H78 -3.17 -0.33 3.74  0.13
H79 0.23 2.13 4.66  0.13
H80 1.17 1.67 2.37  0.12